# 1
Formula: C9H19NO3
Source: the OMol25 dataset
Level of theory: the ωB97M-V functional and the def2-TZVPD basis

Values from the calculation:
SMILES: CCCCCC[C@@H](CC)O[N+](=O)[O-]
Energy relative to the best compared isomer or geometry (same formula, charge and spin) in eV: 4.275
Spin multiplicity: 1
HOMO energy in eV: -10.5
E_LUMO in Ha: -0.00783

Element x y z (Å)
1 N 2.94465 -1.35257 -1.11907
2 H -2.71599 0.87986 0.01358
3 H 2.21089 2.80141 -1.20963
4 H 0.30829 1.98101 0.14102
5 H 2.96946 1.06916 -3.59131
6 C -1.99299 0.47455 0.73301
7 C 3.21095 1.77681 -2.79174
8 H 1.23557 2.54625 -2.66489
9 O 4.13474 -1.18274 -1.13234
10 C 0.08295 1.22635 -0.63364
11 C -2.68790 -0.70355 1.41913
12 C -2.57864 -2.52986 3.19761
13 H 3.99011 1.37415 -2.13608
14 O 2.18335 -2.29464 -1.14280
15 C -1.87524 -1.35570 2.53128
16 H 0.90168 0.24903 -2.33640
17 H 3.57952 2.68961 -3.27028
18 H -0.58459 1.71060 -1.36287
19 C 1.96444 2.07317 -1.99697
20 C 1.30180 0.80557 -1.46211
21 H -1.65145 -0.59802 3.29237
22 C -0.70148 0.09193 0.01655
23 H -0.96899 -0.61005 -0.78659
24 H -2.80451 -3.31670 2.47089
25 H -1.78102 1.25003 1.47483
26 H -0.92209 -1.69909 2.11272
27 H -3.62357 -0.32761 1.85206
28 H -0.03253 -0.42391 0.72245
29 H -3.50888 -2.22143 3.68720
30 H -2.93986 -1.47003 0.67526
31 O 2.25896 0.02726 -0.66160
32 H -1.90762 -2.94083 3.95834

Cartesian forces, eV/Å:
-1.11 1.60 1.18
0.22 0.21 0.04
-0.28 -0.37 0.04
0.30 -0.21 -0.39
0.25 -0.08 0.07
-0.01 0.03 -0.16
0.26 0.09 -0.24
-0.04 0.04 0.19
-2.05 -1.19 -0.39
-0.66 -0.09 0.46
0.03 0.03 0.19
0.21 0.02 0.08
-0.08 -0.03 -0.30
1.98 1.72 -0.47
0.04 0.14 -0.13
0.51 -0.23 0.53
0.08 -0.14 0.09
0.16 0.11 0.17
0.23 0.01 -0.17
-0.21 -0.01 -0.06
0.12 -0.05 -0.08
0.27 -0.55 -0.18
0.15 -0.19 0.22
-0.02 0.06 0.11
-0.07 0.08 0.02
-0.07 0.02 0.20
-0.02 -0.17 -0.14
-0.18 0.03 -0.32
0.10 -0.06 -0.10
-0.08 0.11 0.01
0.22 -0.80 -0.44
-0.24 -0.13 -0.02

Results of the natural (NBO) charge analysis, in e, for atoms 1 through 6: N 0.726; H 0.198; H 0.207; H 0.205; H 0.196; C -0.386


# 2
Formula: C9H19NOS2
Source: the OMol25 dataset
Level of theory: the ωB97M-V functional and the def2-TZVPD basis

Values from the calculation:
SMILES: CC(C)(C)SC#N.CC(C)(C)SO
Energy relative to the best compared isomer or geometry (same formula, charge and spin) in eV: 0.000
Spin multiplicity: 1
HOMO energy in eV: -8.0
E_LUMO in Ha: 0.02012

Element x y z (Å)
1 H 1.42091 -0.72940 -0.93104
2 C -2.79623 -1.25740 0.39627
3 C -3.73862 0.13485 -1.56579
4 H 4.82740 0.08623 -0.12572
5 H 2.06318 2.21676 2.29235
6 H 4.01638 -0.75589 1.23228
7 H -5.14965 -2.36548 -1.74785
8 C 2.56889 1.25838 2.18454
9 C 3.39644 1.36779 0.94334
10 H -2.82067 0.45768 -2.00140
11 C 4.36825 0.19770 0.86999
12 H -4.46117 0.26889 -2.39849
13 H -3.65951 -0.84992 0.95167
14 H 5.25795 0.46178 1.53566
15 C -3.53104 -1.20504 -0.91853
16 H -1.88337 -0.62726 0.33366
17 H 4.96848 2.57147 -0.12870
18 C -4.87654 -1.84989 -0.78147
19 H -3.99273 0.82005 -0.75107
20 S -2.79749 -2.28853 -2.24721
21 H 3.63900 3.48848 0.21462
22 O 1.32065 -0.06116 -0.20603
23 H -4.91940 -2.60791 -0.06986
24 N -0.02355 -1.73285 -1.91707
25 S 2.28368 1.21981 -0.65341
26 H 1.97234 0.42195 1.99406
27 H -2.60240 -2.30098 0.65621
28 H 3.08830 1.10153 3.10883
29 C -1.12416 -1.98574 -2.12039
30 H 4.71994 3.07966 1.62841
31 H -5.72917 -1.16694 -0.46544
32 C 4.19392 2.63138 0.68760

Cartesian forces, eV/Å:
-0.33 0.45 0.91
-0.45 0.95 -0.92
0.16 1.31 0.34
-0.43 -0.03 0.27
-0.75 -0.28 0.14
-0.50 -0.24 -0.06
-0.21 0.78 0.83
0.24 2.06 -0.50
0.92 -0.99 -2.13
0.92 0.55 -0.08
2.30 0.55 0.55
0.05 -0.83 0.78
1.17 0.11 1.10
-1.01 -0.36 -0.52
-0.38 -0.91 -1.79
-0.59 -0.42 0.61
-0.37 -0.79 1.03
-2.35 0.14 -1.48
-0.13 0.28 -0.23
0.70 -0.57 -0.25
-0.32 -0.71 0.97
0.34 -0.52 -0.92
0.35 -1.53 1.35
0.59 -0.12 -0.24
0.42 0.61 1.64
-1.60 -1.02 0.18
0.08 0.32 0.18
0.89 -0.19 0.30
-1.08 0.15 0.35
-0.95 -1.04 -1.52
1.22 -0.36 -0.69
1.10 2.64 -0.19

Results of the natural (NBO) charge analysis, in e, for atoms 1 through 6: H 0.518; C -0.630; C -0.637; H 0.219; H 0.213; H 0.215


# 3
Formula: C9H20BBr2NO6
Source: the OMol25 dataset
Level of theory: the ωB97M-V functional and the def2-TZVPD basis

Values from the calculation:
Energy relative to the best compared isomer or geometry (same formula, charge and spin) in eV: 0.000
Spin multiplicity: 1
HOMO energy in eV: -5.7
E_LUMO in Ha: -0.02338

Element x y z (Å)
1 H 4.62958 3.84377 1.45774
2 C 3.18159 0.59721 -0.97403
3 H -0.78568 2.30965 -2.12686
4 H 0.39504 -1.66341 3.01076
5 O -3.07197 -3.91989 -0.30786
6 C 3.79730 3.20055 1.19334
7 H 3.46410 -0.25112 -0.35763
8 H 3.26224 2.94480 2.09980
9 C 1.68659 0.93746 -0.85744
10 H 3.33638 0.28331 -2.00520
11 H -6.36286 -3.56209 0.13545
12 Br -2.89259 0.94224 0.58217
13 C -1.25948 2.45394 -1.15931
14 O 0.08810 -1.27789 2.18594
15 H 2.04500 -0.11183 2.92729
16 B 1.14358 -0.85373 1.43239
17 O 2.14044 -0.09732 1.97238
18 O 4.94334 1.11683 1.18325
19 H 3.16809 3.74880 0.49924
20 H 1.44535 1.46275 -1.77873
21 C 4.29858 1.92685 0.56233
22 H -2.29154 2.74997 -1.28228
23 C -4.36650 -3.85835 -0.71686
24 H -0.48034 1.46722 0.59321
25 H -5.08668 -2.65904 0.96585
26 C -5.31632 -3.60770 0.47318
27 H 1.07318 -0.72270 -1.76152
28 H -4.75862 -4.77301 -1.21993
29 Br -1.65890 -1.72345 -0.80539
30 O 1.17552 -1.24578 0.07140
31 H -4.61373 -3.05854 -1.45784
32 C -1.13545 1.22673 -0.23634
33 H 1.46949 1.63596 -0.05856
34 C -0.65763 -0.02540 -1.02793
35 H -0.76132 3.30232 -0.69312
36 H -0.79968 0.20071 -2.07756
37 H -5.24223 -4.41021 1.20959
38 O 3.96541 1.74795 -0.77634
39 N 0.83262 -0.27757 -0.87461

Cartesian forces, eV/Å:
0.20 -0.03 0.11
-0.28 -0.86 -0.75
-0.08 -0.11 -0.14
-0.47 0.07 0.41
0.89 0.82 -0.63
0.03 0.09 -0.81
0.17 0.20 0.40
-0.09 -0.05 0.13
0.77 0.67 -0.49
0.23 -0.02 -0.11
0.04 0.00 0.04
0.28 0.11 0.23
0.45 0.33 0.52
0.62 -0.52 -0.49
0.16 0.42 0.23
-0.74 -0.14 0.88
0.21 -0.30 -0.67
-0.79 0.61 -1.02
-0.17 0.06 0.06
-0.36 0.10 -0.04
1.01 -0.56 1.23
-0.16 -0.09 -0.26
-0.64 0.30 0.50
0.02 -0.23 0.21
0.12 -0.03 0.00
-0.42 0.02 -0.24
-0.03 -0.46 0.13
0.36 -0.14 0.04
-0.47 -1.15 0.31
0.05 0.79 0.04
0.30 0.08 -0.01
-0.43 -0.37 -0.54
-0.12 -0.40 0.44
-0.96 0.33 0.39
0.04 0.15 0.03
0.36 0.02 -0.21
0.13 0.00 0.01
-0.38 0.19 0.81
0.16 0.11 -0.74

Results of the natural (NBO) charge analysis, in e, for atoms 1 through 6: H 0.258; C -0.087; H 0.201; H 0.502; O -0.889; C -0.734


# 4
Formula: C9H20BN4O2
Source: the OMol25 dataset
Level of theory: the ωB97M-V functional and the def2-TZVPD basis

Values from the calculation:
Spin multiplicity: 1
Charge: -1
HOMO energy in eV: -0.6
E_LUMO in Ha: 0.09167

Element x y z (Å)
1 H -4.76737 0.49136 3.60973
2 C -3.28995 1.84958 2.86548
3 H 5.20345 -2.23090 0.22535
4 H -2.74793 1.40018 -1.23566
5 C -3.92905 0.45737 2.91017
6 O -2.29357 1.46699 -2.07667
7 H 1.57855 -1.63961 -0.63784
8 C 4.85151 -2.82222 -0.62307
9 H -3.00573 2.17192 3.86863
10 H 0.46370 0.85353 -0.65608
11 H -4.87910 -0.99417 1.61433
12 H 3.75545 -1.21642 -1.56067
13 H -1.62290 3.72383 -2.14104
14 C 2.43658 -2.14028 -0.18222
15 C 3.57121 -2.23044 -1.20252
16 H 2.52425 2.58997 -1.29926
17 H 5.64410 -2.83410 -1.37295
18 H 2.74327 -1.52355 0.66396
19 B -0.95575 1.92880 -1.90612
20 H 3.24704 -2.82141 -2.06128
21 C 0.26411 0.94007 -1.74577
22 H -0.10503 -0.05567 -2.10547
23 N -1.19589 1.86984 1.30689
24 N 1.41891 1.34776 -2.51807
25 N 1.72203 -4.49797 0.68923
26 N 2.52524 1.61039 -1.61304
27 H -5.14614 0.68056 1.12680
28 H 4.70060 -3.84879 -0.28118
29 C 2.02326 -3.45735 0.30274
30 H -4.00485 2.58160 2.48345
31 H -3.58091 -0.09310 0.84011
32 C -4.41141 -0.01220 1.54314
33 C -2.10220 1.87277 2.01315
34 H -3.20747 -0.25689 3.31057
35 H 3.35713 1.55049 -2.19781
36 O -0.78512 3.28807 -1.95705

Cartesian forces, eV/Å:
0.02 0.02 0.01
-0.04 -0.08 0.15
0.00 0.00 0.00
0.00 -0.09 0.08
-0.07 -0.06 -0.07
-0.19 0.13 -0.01
-0.01 0.03 0.06
-0.04 -0.01 -0.03
0.03 0.01 -0.02
0.07 -0.16 -0.11
0.00 0.00 -0.01
-0.11 0.02 0.00
-0.03 -0.07 0.04
-0.10 0.13 -0.27
0.23 0.04 -0.04
-0.08 0.01 -0.06
0.01 0.00 0.01
-0.04 -0.03 0.04
0.35 -0.33 0.06
-0.06 0.02 0.01
-0.05 0.25 -0.43
-0.06 -0.05 0.31
-0.11 0.02 0.18
0.06 -0.11 -0.03
0.03 0.06 -0.06
0.19 -0.10 0.13
0.01 0.00 -0.01
-0.01 0.01 0.02
-0.02 -0.04 0.16
0.02 0.01 -0.04
0.00 0.01 0.00
0.02 -0.01 0.02
0.01 0.07 -0.17
0.02 0.03 0.02
-0.08 -0.01 0.10
0.01 0.29 -0.04

Results of the natural (NBO) charge analysis, in e, for atoms 1 through 6: H 0.199; C -0.505; H 0.198; H 0.476; C -0.378; O -0.976


# 5
Formula: C9H20BrErInNO
Source: the OMol25 dataset
Level of theory: the ωB97M-V functional and the def2-TZVPD basis

Values from the calculation:
Spin multiplicity: 4
Charge: +2
HOMO energy (spin up / spin down) in eV: -14.1 / -14.1
E_LUMO (spin up / spin down) in Ha: -0.36414 / -0.36106

Element x y z (Å)
1 H -0.58389 2.17581 -0.02258
2 H -3.94743 -0.70173 1.72874
3 C -0.90685 -2.26069 1.87784
4 Er -4.68625 -0.53028 -2.04551
5 H -0.53366 -1.99291 2.86398
6 H 2.13371 1.21899 0.88118
7 H -0.38030 2.03475 -1.77099
8 C 2.99745 1.52666 0.30428
9 H -3.03842 -0.33832 -1.29105
10 H -2.85289 1.85216 -2.02745
11 H 1.45170 -0.05138 -1.71081
12 O 3.97704 1.20658 -1.81539
13 H 1.99928 -2.27326 -0.82833
14 H 0.53075 -0.25925 0.51154
15 H -1.25844 -0.17761 -1.35980
16 In -2.26471 -0.42640 1.35135
17 H 0.74344 -3.22342 1.19768
18 N 2.34410 -0.31643 -1.32040
19 H -0.24402 -2.61568 -0.13221
20 H 3.89639 1.39630 0.90156
21 H 2.91852 2.58933 0.08618
22 H -1.53588 0.86448 2.24137
23 C -2.35603 1.62215 -1.08093
24 C -2.17174 0.13404 -0.85940
25 C 3.16415 0.82284 -1.01378
26 H -1.61220 -3.08508 1.95146
27 H -1.20547 3.44465 -1.08340
28 Br -3.67228 2.29438 0.21634
29 C 2.20263 -1.34173 -0.29997
30 C 1.09468 -1.16090 0.76220
31 C -1.05225 2.37536 -0.98554
32 C 0.15658 -2.35744 0.84891
33 H 3.17045 -1.46485 0.17583
34 H 1.52180 -0.98115 1.74711

Cartesian forces, eV/Å:
0.05 0.03 0.09
0.00 -0.54 -0.37
0.90 -1.07 0.62
-1.69 0.43 -0.07
-0.20 0.40 0.04
-0.08 -0.10 0.06
0.05 0.02 -0.13
0.08 0.14 0.13
1.42 -0.86 0.19
0.17 0.17 -0.21
0.06 0.11 -0.33
-0.70 -0.14 0.34
0.12 -0.15 -0.05
-0.14 0.07 -0.01
-0.15 -0.42 -0.30
-0.58 1.28 0.36
0.03 -0.20 -0.13
-0.12 -0.14 0.26
0.03 -0.17 -0.11
0.09 -0.01 0.10
0.05 0.10 0.04
0.30 -0.34 -0.05
0.10 -0.02 -0.10
0.62 0.51 0.53
0.65 0.18 -0.66
-0.35 0.16 -0.25
0.03 0.10 -0.05
-0.61 -0.03 -0.22
-0.19 -0.09 -0.02
0.16 0.18 -0.02
-0.05 0.03 0.23
-0.17 0.37 -0.12
0.11 -0.07 0.07
0.02 0.08 0.12

Results of the Mulliken charge analysis, in e, for atoms 1 through 6: H 0.306; H -0.303; C -1.188; Er 1.651; H 0.460; H 0.175


# 6
Formula: C9H20BrN2
Source: the OMol25 dataset
Level of theory: the ωB97M-V functional and the def2-TZVPD basis

Values from the calculation:
SMILES: C/C(Br)=[N+](\C)C(C)(C)C(C)(C)N
Energy relative to the best compared isomer or geometry (same formula, charge and spin) in eV: 0.264
Spin multiplicity: 1
Charge: +1
HOMO energy in eV: -12.6
E_LUMO in Ha: -0.16246

Element x y z (Å)
1 C -1.70454 0.20241 -1.08103
2 H 1.48512 -2.41591 -0.17608
3 H 0.46169 -1.22311 -2.09721
4 C 1.33112 1.46400 1.05068
5 H -1.71296 0.88259 -1.92752
6 H 1.66800 -0.02795 -1.60681
7 N -0.08951 -1.08713 0.34212
8 C 0.61021 -0.19590 -1.77317
9 H -2.04639 -0.76253 -1.44648
10 H 1.48842 -1.85061 1.49993
11 H 1.97215 -0.76601 0.20559
12 C 0.13368 1.56770 0.09852
13 H -0.30973 2.62438 -1.76094
14 H -2.41736 0.59048 -0.36264
15 H 0.31022 0.43793 -2.60052
16 C -0.60545 -3.23713 1.40592
17 H -0.10112 -3.16920 2.37397
18 H 0.05660 -3.77360 0.72665
19 H -1.21237 1.79738 1.66452
20 C 0.50201 2.52706 -1.04600
21 H -1.50428 -3.83009 1.56371
22 C -0.27629 0.10635 -0.54350
23 C 1.28716 -1.55854 0.46988
24 H 2.24813 1.20194 0.52992
25 C -0.96819 -1.89510 0.89304
26 Br -2.73265 -1.40283 1.34141
27 H 1.48061 2.44996 1.48513
28 H 1.40709 2.24675 -1.56928
29 N -0.89990 2.24951 0.81649
30 H 1.15466 0.77005 1.86829
31 H 0.66230 3.50749 -0.60406
32 H -1.67843 2.56967 0.25947

Cartesian forces, eV/Å:
0.00 -0.05 0.13
-0.09 0.10 -0.03
0.01 -0.15 -0.06
-0.13 0.23 -0.22
0.11 0.05 -0.05
0.10 0.00 -0.01
-1.03 -1.13 0.90
-0.08 -0.05 0.00
-0.09 -0.10 -0.09
-0.04 0.07 -0.07
-0.11 -0.08 0.05
0.47 -0.48 -0.18
-0.10 0.01 -0.16
0.03 -0.08 -0.01
-0.03 0.07 0.04
-0.04 -0.48 0.08
0.02 0.14 0.00
0.02 0.08 -0.02
-0.08 -0.01 -0.01
0.02 -0.12 0.18
0.04 0.09 -0.04
-0.27 1.53 -0.88
0.93 -0.38 0.11
0.11 -0.11 -0.01
0.13 1.41 0.00
0.45 -0.10 -0.21
0.02 0.01 0.02
0.11 -0.08 -0.11
-0.47 -0.23 0.46
-0.02 -0.12 0.14
0.01 0.01 0.05
-0.01 -0.07 0.02

Results of the natural (NBO) charge analysis, in e, for atoms 1 through 6: C -0.651; H 0.233; H 0.219; C -0.628; H 0.243; H 0.221


# 7
Formula: C9H20CdNO8P2SSbSe4
Source: the OMol25 dataset
Level of theory: the ωB97M-V functional and the def2-TZVPD basis

Values from the calculation:
Energy relative to the best compared isomer or geometry (same formula, charge and spin) in eV: 0.868
Spin multiplicity: 1
Charge: -2
HOMO energy in eV: -1.6
E_LUMO in Ha: 0.14575

Element x y z (Å)
1 C 2.76551 -2.74246 -0.54122
2 O 2.20223 -4.99786 0.82039
3 O 0.81000 -2.89862 1.41598
4 C 0.29787 5.13572 0.07116
5 C -4.56989 -1.96506 -0.26909
6 H 1.70833 -2.48902 -2.42550
7 Se -4.95533 0.25863 2.62116
8 O 4.05202 -3.21377 -0.12401
9 H 1.01200 0.85527 -0.75407
10 H 3.87797 -4.03591 0.36902
11 H -4.88467 -0.95295 0.00516
12 H -4.85254 -4.00564 0.45610
13 Se -0.94704 0.93713 2.62624
14 O 1.26704 -0.51564 -0.57091
15 H 2.62089 -4.00036 -2.28578
16 H 0.58855 5.79188 0.89611
17 H 2.79084 4.32431 0.83976
18 C 2.35715 3.87985 -0.06024
19 H -0.53049 5.61374 -0.45061
20 O 3.67222 -0.22905 -1.15603
21 Se -3.03786 1.66517 -0.72813
22 H 3.13426 3.36720 -0.62484
23 H 0.30144 -5.11656 -0.72105
24 Se -3.27344 4.01424 2.63091
25 H -0.95407 3.30591 0.03195
26 P 2.65845 -0.95604 -0.10144
27 H -4.81821 -2.13683 -1.31860
28 N -1.97749 -1.94565 -0.07323
29 Sb -3.23945 1.74389 1.71255
30 C -3.12030 -1.96841 -0.15440
31 O 0.39930 -4.15660 -0.74710
32 H -0.51113 3.80999 1.65544
33 O 3.07845 -0.64325 1.28009
34 C 1.50231 4.87908 -0.83072
35 C -5.21438 -2.99648 0.65806
36 C -0.16179 3.78603 0.62445
37 S 1.19891 2.61921 0.50627
38 H 2.05559 5.79125 -1.06367
39 H 4.56389 -0.25994 -0.78919
40 H -4.99578 -2.72711 1.69075
41 P 1.49015 -3.75778 0.39312
42 H -6.29646 -2.97475 0.52605
43 H 3.48011 -2.46632 -2.54952
44 Cd -0.25547 -1.02491 1.19782
45 H 1.18170 4.42311 -1.76958
46 C 2.63006 -2.93453 -2.05218
47 O 0.89860 1.90990 -0.86743

Cartesian forces, eV/Å:
-0.16 -0.04 0.00
0.05 -0.02 0.05
-0.27 0.14 0.26
-0.05 0.02 0.05
-0.05 -0.07 -0.01
0.00 -0.01 0.01
0.05 -0.05 -0.08
0.04 -0.02 -0.02
0.10 0.08 -0.06
-0.03 0.04 -0.01
0.00 0.03 0.02
0.00 0.00 -0.01
0.13 -0.17 -0.09
-0.32 0.08 0.00
0.02 0.00 0.00
-0.01 0.00 -0.01
0.00 0.00 0.00
-0.01 0.02 -0.04
0.03 0.00 -0.02
0.02 -0.04 -0.15
0.00 -0.04 -0.02
0.00 0.02 -0.01
0.05 0.10 -0.06
0.05 -0.03 -0.04
0.00 0.02 0.04
0.42 -0.23 0.18
0.00 0.01 0.01
-0.01 -0.13 0.13
-0.04 0.03 0.09
0.05 0.20 -0.09
-0.03 -0.09 0.10
-0.04 -0.01 0.03
-0.04 0.00 -0.02
0.02 -0.02 -0.06
0.00 0.08 -0.01
-0.10 -0.06 0.02
-0.05 -0.12 -0.10
0.01 -0.01 0.01
-0.09 -0.01 0.07
-0.01 -0.01 0.00
0.43 -0.03 -0.39
0.02 0.00 0.00
0.01 0.00 0.01
-0.23 0.36 0.08
0.01 0.01 0.01
-0.04 0.03 0.01
0.07 -0.05 0.12

Results of the natural (NBO) charge analysis, in e, for atoms 1 through 6: C -0.489; O -1.173; O -1.237; C -0.411; C -0.546; H 0.231